1.
The following is a DFT calculation (the ωB97M-V functional and the def2-TZVPD basis) of a structure of composition C37H30KN3O2P at a distorted geometry.

Properties
net charge = -1
calculated total energy = -2684.00952 Ha
energy above the lowest of the compared OMol25 structures with the same formula, charge and spin = 31.9 kcal/mol
LUMO level = 0.07932 Eh

Structure (XYZ):
```
74
Properties=species:S:1:pos:R:3:forces:R:3
K -0.66783 -0.38121 -0.76772 1.2177 1.0770 -2.3825
O -3.58552 -2.70629 3.48803 -0.0823 0.0714 -0.4350
C -2.38099 -3.27570 3.60505 0.1835 -0.1068 -0.0995
C -2.15872 -4.12261 4.69509 -0.0401 -0.0169 0.0750
C -0.94608 -4.76254 4.86274 -0.0150 0.0123 -0.0296
C 0.08277 -4.56916 3.94738 0.0740 -0.0442 0.0121
C -0.12602 -3.72519 2.87227 0.0001 0.0435 0.0405
C -1.33896 -3.07035 2.67418 -0.0504 -0.0195 0.0815
C -1.45060 -2.17521 1.47663 -0.0771 0.1251 -0.0158
O -0.45716 -1.99911 0.74417 -0.1125 -1.4603 1.5845
N -2.67067 -1.61346 1.33127 -0.5434 -0.4172 0.4980
N -2.79835 -0.84027 0.24025 -0.6243 -0.1687 0.2341
C -3.79842 -0.05780 0.11887 -0.0475 -0.3307 0.3832
C -3.80637 0.88132 -0.99375 0.1351 0.4354 -0.4769
C -4.84379 1.80427 -1.16537 0.0166 -0.1753 0.1782
C -4.73917 2.77152 -2.14493 0.0970 0.0771 -0.1640
C -3.60336 2.80615 -2.94275 -0.1680 -0.0034 0.1434
C -2.63859 1.83520 -2.72214 0.0653 -0.0276 -0.1323
N -2.72912 0.89398 -1.79638 -0.4902 0.1457 -0.2087
H -3.55655 -2.21026 2.59786 0.1094 0.1176 0.3655
H -2.96800 -4.26662 5.40053 -0.0069 0.0139 -0.0217
H -0.80073 -5.42133 5.71111 -0.0127 0.0141 0.0133
H 1.03598 -5.06618 4.07776 -0.0071 0.0058 0.0000
H 0.65853 -3.53142 2.15117 -0.0252 -0.0092 -0.0117
H -4.58527 0.02643 0.87213 0.0243 -0.0993 0.0399
H -5.71105 1.76629 -0.51793 0.0249 -0.0113 0.0388
H -5.52630 3.50255 -2.28519 -0.0193 -0.0156 0.0362
H -3.46904 3.56526 -3.70091 0.0290 -0.0203 -0.0201
H -1.72952 1.82361 -3.31856 -0.0260 0.0003 0.0146
C -1.70713 -3.21958 -2.23296 -0.0353 -0.0956 -0.0015
C -1.51790 -2.34348 -3.29346 -0.0078 0.0069 -0.0916
C -0.23262 -1.97337 -3.66538 0.0261 0.0201 -0.0739
C 0.86259 -2.46780 -2.96738 0.0592 -0.0448 -0.0581
C 0.67105 -3.34859 -1.91312 0.0503 -0.0689 -0.0661
C -0.61258 -3.72985 -1.55019 0.0019 -0.0778 -0.0614
H -2.70897 -3.50392 -1.93714 0.0047 0.0316 0.0213
H -2.37064 -1.95414 -3.83558 -0.0102 0.0331 0.0483
H -0.07573 -1.30966 -4.50751 -0.0387 0.0546 0.0463
H 1.86584 -2.17647 -3.25334 -0.0078 0.0361 0.0478
H 1.52570 -3.73798 -1.37464 -0.0151 0.0472 0.0408
H -0.75405 -4.41871 -0.72809 -0.0344 0.0718 0.0452
C 3.94209 5.73249 -0.67612 0.0319 -0.0062 0.0199
C 2.57068 5.82778 -0.87229 0.0057 0.0431 -0.0137
C 1.80077 4.67946 -0.95540 0.0248 -0.0386 0.0087
C 2.37822 3.41290 -0.83277 0.0322 0.0445 -0.0395
C 3.75481 3.33092 -0.63087 -0.1045 0.0231 -0.0113
C 4.52817 4.48189 -0.55561 0.0718 0.0052 -0.0022
P 1.20080 1.99812 -0.91105 0.2743 0.2736 0.0897
C 2.39062 0.59449 -0.99639 0.0681 0.0261 -0.0870
C 3.15672 0.47359 -2.16023 0.0668 -0.0278 0.0485
C 4.07261 -0.55438 -2.30998 -0.0417 0.0191 -0.0510
C 4.20954 -1.50855 -1.30802 0.0339 -0.0240 0.0347
C 3.42191 -1.42573 -0.16985 0.0125 -0.1130 -0.0701
C 2.51561 -0.38370 -0.01220 0.0411 0.0545 0.0113
C 0.57387 1.93588 0.79930 -0.0347 0.1786 0.0056
C 1.42400 2.13885 1.89705 -0.0295 -0.0593 0.0205
C 0.89750 2.05972 3.17192 0.1561 0.0417 0.0324
C -0.46306 1.79377 3.32928 -0.1378 -0.0349 0.0372
C -1.27725 1.62434 2.21973 0.1400 0.0754 0.0557
C -0.80647 1.69266 0.88989 -0.2046 0.2797 0.2184
H 4.55011 6.62672 -0.61214 -0.0109 0.0025 -0.0090
H 2.10515 6.80177 -0.96578 -0.0205 -0.0166 0.0075
H 0.72894 4.75308 -1.10485 -0.0003 0.0139 -0.0052
H 4.22763 2.36315 -0.52393 0.0081 -0.0205 -0.0029
H 5.59710 4.39821 -0.39603 -0.0089 0.0028 0.0039
H 3.04001 1.21518 -2.94450 0.0226 -0.0166 -0.0123
H 4.67159 -0.62104 -3.21096 0.0054 0.0076 0.0100
H 4.92789 -2.31213 -1.41907 -0.0265 -0.0154 0.0026
H 3.50940 -2.18110 0.60199 -0.0187 0.0222 0.0190
H 1.91023 -0.33364 0.88536 -0.0084 0.0306 -0.0070
H 2.48161 2.34728 1.75662 0.0119 0.0158 0.0216
H 1.53348 2.20208 4.03913 -0.0012 -0.0044 -0.0087
H -0.87587 1.71710 4.33231 -0.0008 0.0038 -0.0112
H -2.33508 1.42050 2.39339 0.0201 -0.0140 0.0456
```
Positions in Å, forces in eV/Å.

=====

2.
The following is a DFT calculation (the ωB97M-V functional and the def2-TZVPD basis) of an isolated molecule of C4H10N2O2 at a distorted geometry.

Properties
calculated total energy = -418.36745 Ha
energy above the lowest of the compared OMol25 structures with the same formula, charge and spin = 58.7 kcal/mol
LUMO level = 0.02819 Eh
structure (SMILES) = C[C@H](CO)NC(N)=O

Structure (XYZ):
```
18
Properties=species:S:1:pos:R:3:forces:R:3
C -1.39099 1.51894 0.77402 -1.0041 -0.4354 -0.6405
C -0.67468 0.20478 0.21453 -0.9439 1.3657 2.3399
C -0.31612 -0.81337 1.41693 -2.8269 1.7337 -2.2782
O -1.15346 -1.92078 1.17895 -1.2852 -2.2215 -0.4092
N 0.45866 0.59734 -0.59295 2.4003 0.3366 -1.7209
C 1.27007 -0.48741 -1.07571 0.1509 -0.4227 -0.7899
N 2.43650 -0.21226 -1.92853 -1.2949 -0.5359 1.9605
O 0.97954 -1.64764 -0.78202 0.5181 1.6612 -0.4835
H -2.22567 1.32500 1.54090 0.9589 -0.3139 -1.5649
H -0.77911 2.21043 1.35050 0.5991 0.0879 -0.4463
H -1.82667 2.00084 -0.17133 0.4660 -0.1836 1.6313
H -1.55940 -0.21887 -0.33172 1.3616 -0.2715 -0.0564
H 0.69350 -1.05286 1.54293 1.6243 -0.4436 -0.3460
H -0.61555 -0.25756 2.33741 -0.2969 -0.9632 -0.3859
H -1.30887 -2.35311 0.24128 1.5740 2.1834 2.6478
H 0.74029 1.63544 -0.74345 -0.7358 -2.8376 0.4545
H 2.31051 0.45764 -2.63093 -0.4057 1.3891 -0.7635
H 2.96146 -0.98657 -2.34081 -0.8597 -0.1290 0.8515
```
Positions in Å, forces in eV/Å.

=====

3.
The following is a DFT calculation (the ωB97M-V functional and the def2-TZVPD basis) of a cluster of 2 separate species, C3H7O3 in total at a distorted geometry.

Properties
net charge = -1
calculated total energy = -344.24359 Ha
energy above the lowest of the compared OMol25 structures with the same formula, charge and spin = 41.8 kcal/mol
LUMO level = 0.15047 Eh

Structure (XYZ):
```
13
Properties=species:S:1:pos:R:3:forces:R:3
C -1.16065 -1.81627 0.80366 -0.3386 -0.1027 -0.0136
O -0.25736 -1.05685 1.54106 0.0066 0.6002 0.2341
H -1.90467 -1.21977 0.25933 0.2163 0.1403 -0.1745
H -0.64562 -2.47762 0.09779 -0.1160 -0.0614 -0.1344
H -1.75943 -2.42617 1.48890 0.2226 -0.1373 0.0816
O 0.93322 2.58256 0.27022 -0.3004 -0.3600 0.0023
C 0.69152 1.62329 -0.49913 1.0955 0.8789 -0.0002
O -0.21099 1.91898 -1.52788 -0.3421 -0.3452 -0.1512
C 1.26740 0.35801 -0.54036 -0.4208 0.1969 -0.2400
H -0.41537 2.84545 -1.35943 -0.0258 0.0306 0.1335
H 1.11733 -0.20069 -1.45701 -0.0093 -0.1534 0.1025
H 0.14308 -0.36349 0.93526 0.0674 -0.6326 0.0113
H 2.20153 0.23256 -0.01242 -0.0553 -0.0542 0.1486
```
Positions in Å, forces in eV/Å.

=====

4.
The following is a DFT calculation (the ωB97M-V functional and the def2-TZVPD basis) of a cluster of 4 separate species, C5H14O3 in total at a distorted geometry.

Properties
calculated total energy = -424.54315 Ha
energy above the lowest of the compared OMol25 structures with the same formula, charge and spin = 39.6 kcal/mol
LUMO level = 0.01591 Eh
structure (SMILES) = C=CCC=C.O.O.O

Structure (XYZ):
```
22
Properties=species:S:1:pos:R:3:forces:R:3
C 2.32309 -1.06185 0.79896 1.1367 -0.3278 0.1278
C 1.10413 -0.56734 0.87151 -0.7984 -0.1429 -0.0027
C 0.07246 -0.91614 -0.17948 0.4487 1.1524 -0.4289
C -0.21364 0.31172 -1.09319 0.6302 -0.5413 1.1312
C -0.79911 1.37402 -0.54762 -1.2835 -0.3117 -1.0219
H 3.20261 -0.82078 1.37951 -0.4462 0.4622 0.7202
H 2.64087 -1.81763 0.09453 -0.5537 -0.0224 -0.6344
H 0.73030 0.07172 1.66498 0.4624 0.2852 -0.0347
H 0.58123 -1.71370 -0.72398 -1.0078 -0.2796 -0.2659
H -0.91850 -1.08884 0.24486 0.3391 -0.9290 0.2943
H 0.14003 0.25477 -2.11382 0.1272 0.3350 -0.1278
H -1.10176 2.24531 -1.11782 0.3863 0.0605 -0.0844
H -1.31245 1.25744 0.39785 0.6182 0.1478 0.2952
O 2.29689 2.25125 -0.26761 0.2204 -0.4020 -0.8029
H 1.72547 1.59057 -0.71819 0.3639 0.8574 0.8766
H 1.80928 2.63819 0.46025 -0.3564 -0.2173 -0.0285
O -2.01261 -2.25552 -2.08193 0.3552 0.7411 -0.0842
H -1.88046 -1.98375 -2.99789 -0.1862 -0.2964 -0.1012
H -1.62338 -1.49293 -1.61784 -0.3501 -0.5359 0.0238
O -2.07711 0.32073 2.29639 0.0389 -0.0740 -0.9499
H -2.63319 1.05168 2.00926 -0.0893 -0.0420 0.2176
H -2.05415 0.35109 3.24125 -0.0556 0.0808 0.8804
```
Positions in Å, forces in eV/Å.